C2H7BrNO | ωB97M-V/def2-TZVPD

Each line ends with the natural charge from an NBO analysis.
Cartesian coordinates (Å):
C -0.72096 0.31400 0.49582  -0.237
C 1.96062 -1.17637 0.42451  0.037
N -0.64821 1.20686 -0.63965  -0.727
O 1.96471 -2.04160 -0.56407  -0.646
Br 2.58828 0.51817 -0.01625  0.087
H -1.36109 -0.54122 0.39871  0.208
H -0.58969 0.75620 1.46134  0.207
H 1.87835 -1.42140 1.46791  0.209
H -0.95904 0.71709 -1.48608  0.450
H 0.34140 1.51871 -0.77027  0.445
H -1.22732 2.05272 -0.51017  0.446
H 1.96025 -2.97339 -0.30269  0.520

Results
net charge: +1
HOMO-LUMO gap (spin up / spin down): 6.34 / 10.21 eV